No. 1
DFT (ωB97M-V with the def2-TZVPD basis set) results for the molecule C17H17ClN2O4.

Structure (ORCA input):
```
! RIJCOSX wB97M-V def2-TZVPD def2/J DEFGRID3
* xyz 0 1
C -6.33214 -0.93815 -0.59495
H -7.23121 -0.32572 -0.55416
O -5.28427 -0.10321 -0.15860
C -4.02749 -0.60254 -0.11083
C -3.03967 0.27931 0.33969
C -1.72455 -0.11801 0.41884
C -1.35393 -1.41342 0.05378
C -2.34548 -2.29486 -0.36635
C -3.66572 -1.90182 -0.45993
H -4.40241 -2.61185 -0.79995
H -2.05864 -3.30257 -0.62600
C 0.03844 -1.92959 0.12576
O 0.28765 -3.10207 0.31089
N 0.99204 -0.95484 -0.04027
C 2.38062 -1.07531 -0.03691
C 3.02058 -2.31288 0.00656
C 4.39803 -2.39726 -0.04161
C 5.15829 -1.24336 -0.15726
C 4.54453 -0.00401 -0.20105
C 3.16221 0.08945 -0.11482
C 2.57050 1.46270 -0.12526
O 2.84442 2.29351 -0.96951
N 1.69681 1.69217 0.89034
H 1.65828 1.00922 1.63122
C 1.11315 2.99755 1.16939
H 0.50389 2.89251 2.06712
H 1.90342 3.73287 1.35973
C 0.24938 3.52452 0.00673
O 0.96809 4.29667 -0.90281
H 1.74641 3.77725 -1.18288
H -0.52824 4.17925 0.40943
H -0.24249 2.67350 -0.49373
H 5.12825 0.89839 -0.29468
Cl 6.87966 -1.34772 -0.24346
H 4.88118 -3.36043 -0.00323
H 2.42463 -3.20733 0.07773
H 0.64826 -0.02939 -0.25599
H -0.99823 0.58436 0.80255
H -3.33777 1.27575 0.62495
H -6.45422 -1.80458 0.06221
H -6.17223 -1.27802 -1.62270
*
```

The calculation puts the highest occupied orbital energy at -8.64 eV. For the HOMO-LUMO gap, the calculation gives 0.330 Ha. The SMILES is COc1ccc(C(=O)Nc2ccc(Cl)cc2C(=O)NCCO)cc1.

Here are the Mulliken charges for atoms 1 to 4, given in e:
1 C -0.86
2 H 0.24
3 O -0.44
4 C 0.86

No. 2
DFT (ωB97M-V with the def2-TZVPD basis set) results for a structure of composition C49H42BrF4INO4PSTeTi.

Structure (ORCA input):
```
! RIJCOSX wB97M-V def2-TZVPD def2/J DEFGRID3
* xyz -1 2
Ti 0.89183 -1.00521 -1.03482
F 4.24535 5.96929 -2.21139
C 4.03887 4.66711 -2.01763
C 5.10790 3.79617 -1.95889
F 6.35283 4.25674 -2.09238
C 4.87042 2.44827 -1.76428
F 5.95279 1.66702 -1.72001
C 3.59236 1.91808 -1.61620
P 3.34433 0.08020 -1.47815
C 4.18718 -0.51306 -2.98918
C 3.37255 -0.70667 -4.10447
C 3.92011 -1.13105 -5.30701
C 5.28014 -1.37806 -5.40162
C 6.09436 -1.20286 -4.29002
C 5.55385 -0.77128 -3.08977
C 4.45881 -0.33138 -0.10135
C 4.95587 -1.62822 0.00381
C 5.72820 -1.98715 1.09569
C 5.99163 -1.06557 2.10071
C 5.46313 0.21253 2.02016
C 4.69438 0.57688 0.92423
C 2.52542 2.82429 -1.67271
Br 0.72593 2.33412 -1.44275
C 2.75540 4.17691 -1.86953
F 1.75034 5.05470 -1.92258
H 2.30493 -0.54649 -4.02888
H 3.27443 -1.28496 -6.16198
H 5.70713 -1.71941 -6.33637
H 7.15553 -1.40735 -4.35561
H 6.19449 -0.64703 -2.22839
H 4.71159 -2.37024 -0.74708
H 6.10388 -2.99981 1.17095
H 6.58498 -1.35339 2.95960
H 5.62872 0.92441 2.81863
H 4.26590 1.57165 0.88413
C -4.85002 3.57931 -4.57304
C -3.90797 2.47592 -4.17554
C -4.39030 1.24803 -3.72914
C -3.52601 0.22668 -3.37340
C -2.15675 0.43803 -3.44822
C -1.65387 1.64590 -3.90137
C -2.53139 2.65745 -4.26107
S -1.08625 -0.88089 -2.95646
O 0.31394 -0.42788 -3.16534
O -1.49260 -2.03389 -3.70170
O -1.23170 -0.97217 -1.48324
H -5.87790 3.33522 -4.30716
H -4.81386 3.75294 -5.65053
H -4.58591 4.51675 -4.08168
H -5.46000 1.09036 -3.65678
H -3.90667 -0.72744 -3.03305
H -0.58535 1.78792 -3.97042
H -2.13676 3.60554 -4.60811
C -7.48155 1.24525 4.86394
C -6.19762 1.07967 4.09624
C -5.97649 1.75521 2.90503
C -4.79493 1.60001 2.18564
C -4.63664 2.36558 0.89626
C -3.78800 0.74597 2.66252
Te -1.95666 0.54824 1.55686
N 0.65551 0.04264 0.74957
C 1.50281 -0.77393 1.24875
O 2.01093 -1.75471 0.49590
C 1.99607 -0.73766 2.66293
C 1.66035 0.33805 3.48132
C 2.10805 0.38146 4.79214
C 2.89035 -0.65313 5.29524
C 3.21907 -1.73006 4.48289
C 2.77324 -1.77413 3.16904
C -2.04628 -1.56394 1.47970
C -1.05686 -2.30675 2.11346
C -0.96060 -3.67762 1.93177
C -1.88596 -4.32255 1.12621
C -2.90596 -3.59361 0.53476
C -3.00458 -2.21197 0.69241
C -4.11688 -1.47001 0.00832
C -3.98848 0.07995 3.88213
C -2.95549 -0.82525 4.49701
C -5.18952 0.25174 4.56660
H -8.16885 1.91067 4.34097
H -7.29878 1.66477 5.85561
H -7.98467 0.28652 5.00536
H -6.74583 2.41681 2.51844
H -5.54124 2.93258 0.67212
H -4.42451 1.69461 0.06106
H -3.80260 3.06901 0.94607
H 1.04136 1.12222 3.06179
H 1.84505 1.21870 5.42777
H 3.23661 -0.62106 6.32155
H 3.82654 -2.53753 4.87492
H 3.01840 -2.60071 2.51386
H -0.34445 -1.80329 2.75247
H -0.15467 -4.22777 2.40047
H -1.80756 -5.38779 0.94740
H -3.63195 -4.09928 -0.09244
H -4.70371 -2.14821 -0.61307
H -3.71020 -0.67563 -0.62078
H -4.78339 -0.99838 0.73491
H -1.94388 -0.49246 4.26243
H -3.04820 -1.84623 4.12049
H -3.07450 -0.85089 5.58123
H -5.33138 -0.27594 5.50570
I 2.23358 -4.59025 -0.99589
C 0.79665 -3.13490 -1.70263
H 0.88402 -3.23012 -2.78759
H -0.16196 -3.58090 -1.42747
*
```

The calculation puts the highest occupied orbital energy (spin up / spin down) at -4.37 / -4.54 eV. As for the expectation value of S²: 0.76. For the HOMO-LUMO gap (spin up / spin down), the calculation gives 0.233 / 0.239 Ha.

Here are the Mulliken charges for atoms 1 to 4, given in e:
1 Ti 0.70
2 F -0.31
3 C 0.55
4 C 0.24

No. 3
DFT (ωB97M-V with the def2-TZVPD basis set) results for a cluster of 3 separate species, C3H12N2O2 in total.

Structure (ORCA input):
```
! RIJCOSX wB97M-V def2-TZVPD def2/J DEFGRID3
* xyz 0 1
C 2.07328 0.37158 2.18053
C 0.97340 0.06004 1.17511
N -0.51747 -0.08404 -1.57317
C 0.78083 0.05815 -1.20143
N 1.22898 0.67127 -0.16484
H 2.91553 -0.30057 1.95972
H 2.47078 1.37763 2.11539
H 1.95610 0.26969 3.27167
H 0.77074 -0.97852 0.95682
H 0.05866 0.51811 1.60656
H -1.31328 0.31826 -1.11152
H -0.71971 -0.39928 -2.49736
H 1.51254 0.04081 -2.02486
H -5.96791 -4.19953 -0.74035
H -6.15922 -3.80238 -2.20464
O -5.48520 -3.85942 -1.49695
H 1.81610 2.61584 0.25529
H 2.11195 3.79852 -0.59633
O 1.49388 3.52383 0.09034
*
```

The calculation puts the highest occupied orbital energy at -8.01 eV. For the HOMO-LUMO gap, the calculation gives 0.321 Ha. The SMILES is CC/N=C\N.O.O.

Here are the Mulliken charges for atoms 1 to 4, given in e:
1 C -1.13
2 C -0.29
3 N -0.39
4 C -0.04

No. 4
DFT (ωB97M-V with the def2-TZVPD basis set) results for a cluster of 13 separate species, H26O13 in total.

Structure (ORCA input):
```
! RIJCOSX wB97M-V def2-TZVPD def2/J DEFGRID3
* xyz 0 1
O 43.80724 -20.34464 13.83657
H 43.00908 -20.20995 14.19372
H 44.04513 -21.26939 14.01771
O 41.75346 -20.66008 14.75876
H 40.75887 -20.67239 14.68976
H 41.65862 -21.34251 15.46752
O 42.81185 -24.45565 14.02542
H 43.04099 -24.75439 14.88169
H 43.12991 -25.15624 13.34020
O 43.83953 -19.51185 16.12255
H 43.05861 -19.71249 15.77414
H 43.95756 -18.78208 15.68658
O 46.22438 -19.83649 17.31982
H 45.73644 -20.54587 17.44794
H 46.34392 -19.67516 18.31076
O 40.83259 -24.28588 15.90546
H 40.94573 -25.08490 16.18522
H 41.36475 -24.31687 15.19476
O 44.43697 -22.75289 14.99932
H 43.69386 -23.36248 14.82776
H 44.36025 -22.42359 15.98503
O 45.96555 -24.51319 14.36906
H 45.57405 -23.84952 14.74227
H 46.83763 -24.40824 14.54915
O 44.20411 -25.66223 16.20389
H 44.73966 -26.45683 15.71505
H 43.63485 -26.31981 16.53869
O 41.78770 -23.79889 12.08705
H 41.48889 -24.18310 12.95202
H 42.28073 -22.97523 12.21072
O 41.92601 -22.19993 17.34102
H 41.25092 -21.55416 17.23233
H 41.24869 -22.96709 17.25932
O 47.91071 -21.53287 15.44695
H 47.07796 -21.49671 15.33659
H 48.35281 -22.36280 15.46165
O 45.13884 -22.41401 17.18540
H 45.23213 -23.09977 17.90267
H 44.46190 -21.81629 17.31643
*
```

The calculation puts the highest occupied orbital energy at -8.94 eV. For the HOMO-LUMO gap, the calculation gives 0.307 Ha.

Here are the Mulliken charges for atoms 1 to 4, given in e:
1 O -0.79
2 H 0.39
3 H 0.33
4 O -0.68

No. 5
DFT (ωB97M-V with the def2-TZVPD basis set) results for the molecule C5H10O.

Structure (ORCA input):
```
! RIJCOSX wB97M-V def2-TZVPD def2/J DEFGRID3
* xyz 0 1
O 0.29532 0.19292 -2.35585
C 0.22608 -0.25343 -1.02502
C -1.18861 -0.18719 -0.39278
C -0.81364 0.30151 0.99400
C 0.52603 -0.38297 1.30602
C 1.27208 0.22119 0.09813
H -0.34120 0.90588 -2.48915
H 0.51580 -1.30546 -1.06853
H -1.85852 0.53263 -0.88620
H -1.69498 -1.16189 -0.43033
H -1.59859 0.31712 1.75511
H -0.44081 1.31056 0.73376
H 0.89559 -0.11328 2.29972
H 0.50211 -1.48171 1.25169
H 1.45272 1.26880 0.39463
H 2.25063 -0.16469 -0.18521
*
```

The calculation puts the highest occupied orbital energy at -9.94 eV. For the HOMO-LUMO gap, the calculation gives 0.403 Ha. The SMILES is OC1CCCC1.

Here are the Mulliken charges for atoms 1 to 4, given in e:
1 O -0.55
2 C 0.12
3 C -0.69
4 C -0.49

No. 6
DFT (ωB97M-V with the def2-TZVPD basis set) results for the molecule C5H9NO.

Structure (ORCA input):
```
! RIJCOSX wB97M-V def2-TZVPD def2/J DEFGRID3
* xyz 0 1
C 2.47389 0.38640 0.44003
O 1.12542 0.64938 0.12589
C 0.35659 -0.52255 0.02964
C -1.11153 -0.13970 0.24300
C -1.61340 0.88216 -0.78410
C -1.93116 -1.36288 0.21893
N -2.55984 -2.33386 0.18461
H 3.04350 1.29703 0.24126
H 2.88246 -0.42957 -0.17366
H 2.58744 0.12017 1.50193
H 0.65521 -1.25798 0.79308
H 0.48596 -0.99173 -0.96019
H -1.19210 0.29253 1.24839
H -2.64597 1.17107 -0.56859
H -0.98205 1.77268 -0.74358
H -1.57442 0.46686 -1.79662
*
```

The calculation puts the highest occupied orbital energy at -10.40 eV. For the HOMO-LUMO gap, the calculation gives 0.413 Ha. The SMILES is COC[C@@H](C)C#N.

Here are the Mulliken charges for atoms 1 to 4, given in e:
1 C -0.76
2 O -0.31
3 C -0.73
4 C 0.71

The following energy above the lowest of the compared OMol25 structures with the same formula, charge and spin values (in kJ/mol) correspond, in order, to the records above: 0.0; 21.4; 243.1; 908.4; 101.1; 143.5.